[1]
Below is one molecule with the formula C2H2F2O3 in a non-equilibrium geometry, with properties calculated with ωB97M-V/def2-TZVPD.

The frontier orbital gap comes out at 12.4 eV. The value obtained for the relative energy (zero: lowest compared OMol25 entry of this formula, charge and spin) is 16.7 kcal/mol. The total energy is -13683.6479 eV. The SMILES is O=C(F)C(O)(O)F.

Geometry as ORCA input:
```
! wB97M-V def2-TZVPD RIJCOSX def2/J DEFGRID3
* xyz 0 1
F 1.54711 -0.77568 -1.18112
F -0.55137 -0.37301 1.37357
O 2.13883 0.23993 0.66422
O -1.12838 -0.67009 -0.71120
O -0.56178 1.41449 0.01025
C -0.25256 0.11517 0.11034
C 1.27134 -0.06629 -0.05198
H -0.96545 -1.56945 -0.53360
H -1.49774 1.68494 0.31953
*
```

Here are the Löwdin charges for atoms 1 to 4, given in e: 0.111, 0.074, 0.237, 0.092

=====

[2]
Below is one molecule with the formula C2H2F2OS in a non-equilibrium geometry, with properties calculated with ωB97M-V/def2-TZVPD.

The frontier orbital gap comes out at 9.4 eV. The value obtained for the relative energy (zero: lowest compared OMol25 entry of this formula, charge and spin) is 35.9 kcal/mol. The total energy is -20422.1020 eV.

Geometry as ORCA input:
```
! wB97M-V def2-TZVPD RIJCOSX def2/J DEFGRID3
* xyz 0 1
S 0.06490 -1.76684 -0.41835
F 1.30622 1.45294 0.30831
F -0.64833 1.56274 1.12621
O -0.36123 -2.24142 -1.75211
C 0.25299 0.68406 0.73504
C -0.30442 -0.18796 -0.36729
H -0.81771 0.28400 -1.36557
H 0.50758 0.21249 1.73376
*
```

Here are the Löwdin charges for atoms 1 to 4, given in e: 0.961, 0.038, 0.061, -0.557

=====

[3]
Below is one molecule with the formula C2H2F2S in a non-equilibrium geometry, with properties calculated with ωB97M-V/def2-TZVPD.

The frontier orbital gap comes out at 9.0 eV. The value obtained for the relative energy (zero: lowest compared OMol25 entry of this formula, charge and spin) is 47.5 kcal/mol. The total energy is -18373.7307 eV. The SMILES is F/C=C(\F)S.

Geometry as ORCA input:
```
! wB97M-V def2-TZVPD RIJCOSX def2/J DEFGRID3
* xyz 0 1
S -0.78061 -2.09236 -0.02267
F 1.90467 -1.97842 0.03318
F 2.97017 0.39657 -0.00672
C 1.05641 -0.95160 -0.01427
C 1.64712 0.29790 -0.04803
H -1.57839 -1.02717 0.09670
H 1.11742 1.23173 -0.09217
*
```

Here are the Löwdin charges for atoms 1 to 4, given in e: 0.639, -0.036, 0.039, -0.378

=====

[4]
Below is a 2-piece molecular cluster, C2H2F2S2 overall in a non-equilibrium geometry, with properties calculated with ωB97M-V/def2-TZVPD.

The frontier orbital gap (alpha / beta) comes out at 8.1 / 7.1 eV. The value obtained for the relative energy (zero: lowest compared OMol25 entry of this formula, charge and spin) is 78.6 kcal/mol. The total energy is -29207.8433 eV.

Geometry as ORCA input:
```
! wB97M-V def2-TZVPD RIJCOSX def2/J DEFGRID3
* xyz 0 1
S 1.64833 0.34960 -1.30945
S -1.62209 -0.55936 0.02626
F 1.46228 -2.22361 -0.41117
F 2.94733 -0.12566 1.05747
C 1.73037 0.07818 0.47569
C 1.12490 -0.97988 -0.27506
H -1.73722 -0.16928 1.35598
H 1.13341 0.68599 1.12195
*
```

Here are the Löwdin charges for atoms 1 to 4, given in e: 0.966, 0.321, 0.092, 0.003

=====

[5]
Below is a 2-piece molecular cluster, C2H2F2S2 overall in a non-equilibrium geometry, with properties calculated with ωB97M-V/def2-TZVPD.

The frontier orbital gap comes out at 8.9 eV. The value obtained for the relative energy (zero: lowest compared OMol25 entry of this formula, charge and spin) is 32.8 kcal/mol. The total energy is -29209.8286 eV. The SMILES is FC=S.FC=S.

Geometry as ORCA input:
```
! wB97M-V def2-TZVPD RIJCOSX def2/J DEFGRID3
* xyz 0 1
S -3.06270 1.12326 0.62770
S 0.69680 0.45417 -0.91544
F -2.28839 -1.18817 1.28782
F 2.96570 -0.61790 -0.35774
C -1.99403 0.09005 1.23260
C 2.12358 -0.17584 -1.28895
H 2.68638 -0.00921 -2.25151
H -1.12734 0.32364 1.66553
*
```

Here are the Löwdin charges for atoms 1 to 4, given in e: 0.711, 0.739, -0.016, -0.041

=====

[6]
Below is a 2-piece molecular cluster, C2H2F2Si overall in a non-equilibrium geometry, with properties calculated with ωB97M-V/def2-TZVPD.

The frontier orbital gap (alpha / beta) comes out at 5.4 / 5.4 eV. The value obtained for the relative energy (zero: lowest compared OMol25 entry of this formula, charge and spin) is 164.9 kcal/mol. The total energy is -15413.2811 eV.

Geometry as ORCA input:
```
! wB97M-V def2-TZVPD RIJCOSX def2/J DEFGRID3
* xyz 0 1
Si -2.04529 -1.07291 -0.13845
F -3.66981 1.98620 -0.00532
F -2.93259 -2.34301 0.25583
C -0.86833 0.21308 0.57761
C -0.57613 -0.12591 -0.69758
H -0.47187 0.98856 1.11554
H 0.03833 0.46410 -1.29255
*
```

Here are the Löwdin charges for atoms 1 to 4, given in e: 0.964, -0.695, -0.116, -0.096

=====

[7]
Below is a 2-piece molecular cluster, C2H2F3I overall in a non-equilibrium geometry, with properties calculated with ωB97M-V/def2-TZVPD.

The frontier orbital gap comes out at 9.2 eV. The value obtained for the relative energy (zero: lowest compared OMol25 entry of this formula, charge and spin) is 63.4 kcal/mol. The total energy is -18356.4776 eV.

Geometry as ORCA input:
```
! wB97M-V def2-TZVPD RIJCOSX def2/J DEFGRID3
* xyz 0 1
I -1.36969 -1.14187 1.90224
F 1.34184 -0.12127 1.46073
F -0.57409 -0.01468 -1.78252
F 0.78099 -1.73270 0.12714
C -0.23445 0.87918 -0.79902
C 0.30941 -0.64186 0.77863
H 0.77814 1.17027 -1.01276
H -1.03215 1.60294 -0.67444
*
```

Here are the Löwdin charges for atoms 1 to 4, given in e: 0.886, -0.017, -0.087, -0.028

=====

[8]
Below is C2H2FLiO2Ru as an isolated structure in a non-equilibrium geometry, with properties calculated with ωB97M-V/def2-TZVPD.

The frontier orbital gap (alpha / beta) comes out at 8.8 / 7.6 eV. The total energy is -11690.2133 eV. The expectation value of S² is 8.7675.

Geometry as ORCA input:
```
! wB97M-V def2-TZVPD RIJCOSX def2/J DEFGRID3
* xyz 1 6
Ru -0.78977 -0.30906 1.33174
F 1.70255 1.08809 -0.22314
O -2.27542 0.71876 0.69378
O -0.98936 1.47863 0.51930
C 1.09467 -1.14193 -0.22490
C 0.62056 0.16922 -0.31759
Li -2.11556 1.21834 -1.04185
H 2.12620 -1.31845 0.11818
H 0.62612 -1.90360 -0.85552
*
```

Here are the Löwdin charges for atoms 1 to 4, given in e: 1.263, -0.029, -0.508, -0.443

=====

[9]
Below is one molecule with the formula C2H2FN in a non-equilibrium geometry, with properties calculated with ωB97M-V/def2-TZVPD.

The frontier orbital gap comes out at 8.8 eV. The value obtained for the relative energy (zero: lowest compared OMol25 entry of this formula, charge and spin) is 57.1 kcal/mol. The total energy is -6310.5174 eV.

Geometry as ORCA input:
```
! wB97M-V def2-TZVPD RIJCOSX def2/J DEFGRID3
* xyz 0 1
F -0.32305 -0.27048 -3.72078
N -0.37541 -0.29094 -1.47505
C -0.01197 -0.05327 -0.25788
C -0.72984 -0.76508 -2.59415
H -0.46777 0.89888 0.21413
H 0.96212 -0.50704 0.20477
*
```

Here are the Löwdin charges for atoms 1 to 4, given in e: 0.042, -0.029, -0.019, -0.197

=====

[10]
Below is a 2-piece molecular cluster, C2H2FN3S overall in a non-equilibrium geometry, with properties calculated with ωB97M-V/def2-TZVPD.

The frontier orbital gap (alpha / beta) comes out at 4.4 / 4.6 eV. The value obtained for the relative energy (zero: lowest compared OMol25 entry of this formula, charge and spin) is 119.7 kcal/mol. The total energy is -20122.9857 eV.

Geometry as ORCA input:
```
! wB97M-V def2-TZVPD RIJCOSX def2/J DEFGRID3
* xyz 0 1
S 3.27807 0.95838 0.16119
F -2.85078 -1.04567 0.13565
N -1.70437 0.94158 -0.34013
N -0.47031 1.29148 -0.31163
N 0.31487 0.36341 0.07736
C -1.74596 -0.32775 0.08667
C -0.42435 -0.72219 0.35324
H -0.01657 -1.64823 0.70242
H 3.61939 0.18899 -0.86476
*
```

Here are the Löwdin charges for atoms 1 to 4, given in e: 0.569, 0.101, 0.062, -0.069

=====

[11]
Below is a 2-piece molecular cluster, C2H2FNO overall, with properties calculated with ωB97M-V/def2-TZVPD.

The frontier orbital gap (alpha / beta) comes out at 10.6 / 8.3 eV. The value obtained for the relative energy (zero: lowest compared OMol25 entry of this formula, charge and spin) is 99.1 kcal/mol. The total energy is -8356.3225 eV.

Geometry as ORCA input:
```
! wB97M-V def2-TZVPD RIJCOSX def2/J DEFGRID3
* xyz 0 1
F 0.94876 -0.01221 -1.41045
O -0.17776 -1.41555 -0.05282
N -1.44620 1.76978 0.22770
C 0.02880 -0.17725 -0.45990
C -0.74819 0.88867 -0.04946
H 0.99772 1.00174 2.24565
H 0.39687 -2.05518 -0.50073
*
```

Here are the Löwdin charges for atoms 1 to 4, given in e: 0.108, 0.122, 0.168, -0.415

=====

[12]
Below is C2H2FO2V as an isolated structure in a non-equilibrium geometry, with properties calculated with ωB97M-V/def2-TZVPD.

The frontier orbital gap (alpha / beta) comes out at 8.7 / 9.8 eV. The value obtained for the relative energy (zero: lowest compared OMol25 entry of this formula, charge and spin) is 0.3 kcal/mol. The total energy is -34606.2037 eV. The expectation value of S² is 6.0082.

Geometry as ORCA input:
```
! wB97M-V def2-TZVPD RIJCOSX def2/J DEFGRID3
* xyz 0 5
V -0.89194 -1.37795 0.23809
F -1.44602 -2.94537 -0.33315
O -1.24095 0.43218 -0.36850
O 0.87552 -0.74354 0.72477
C -0.14204 1.07992 -0.29751
C 1.00370 0.43426 0.24548
H -0.10923 2.14338 -0.56933
H 1.95096 0.97712 0.36013
*
```

Here are the Löwdin charges for atoms 1 to 4, given in e: 1.042, -0.503, -0.173, -0.173